4 unconnected molecules or ions with the total composition C21H54FN5O2S at a distorted geometry. Source: the OMol25 dataset; level of theory: wB97M-V/def2-TZVPD.

Structure (XYZ):
```
84
C21H54FN5O2S | the OMol25 dataset | wB97M-V/def2-TZVPD
H 2.96 -2.55 1.89
C 1.37 2.03 6.46
C 1.41 0.17 1.76
H 0.58 -1.34 4.01
H 1.15 -2.05 0.34
C -0.47 -2.13 -7.34
C -3.21 -0.74 -1.98
C -0.14 -1.02 3.25
H 1.19 5.00 4.47
H -2.87 -4.83 -8.21
H -0.45 -2.08 -1.51
H -0.25 4.40 6.35
H -0.80 1.00 -0.37
H 0.49 -2.62 -7.13
H -0.08 -0.49 -5.98
H -0.65 -2.25 -8.42
N 0.46 -0.91 1.93
C -2.17 -1.70 -2.57
H -0.02 -2.84 1.35
H -4.30 -1.30 -7.86
C -0.31 -0.65 -7.04
H -1.56 0.60 3.02
H -1.20 -0.08 -7.29
C 0.47 5.20 6.49
S -0.72 1.62 -2.41
H 3.76 5.35 6.88
H 1.70 2.71 4.44
C 1.62 5.12 5.47
H -1.52 -1.16 -3.24
H 0.51 -0.24 -7.63
H -0.06 6.14 6.37
H -2.15 -4.64 -5.89
H 0.83 5.16 7.52
F -1.49 1.12 -3.64
O 0.65 1.45 -2.66
H -0.47 -4.56 -6.35
H 2.83 4.16 7.78
H 1.41 0.95 6.29
N 2.64 4.11 5.66
H -3.91 -1.31 -1.38
N -1.40 -2.41 -1.56
H 3.13 2.14 5.23
C -0.80 0.27 3.73
H -1.27 -4.37 -8.82
N -1.49 -2.78 -6.53
C -2.80 -2.16 -6.57
C 3.42 4.31 6.86
H -3.46 -2.70 -5.88
H 1.72 2.21 7.47
H -0.91 -1.80 3.21
H -0.08 1.07 3.87
H 2.12 6.09 5.45
H -3.97 -2.98 -8.24
N -1.15 0.56 -1.22
C -3.51 -2.04 -7.93
H -2.83 -1.72 -8.72
H -2.72 -1.16 -6.14
H 4.39 2.36 7.01
H -1.51 -5.91 -8.00
H -2.79 0.09 -0.06
H 0.87 1.12 1.88
H 3.41 -0.48 2.35
C -2.62 0.37 -1.08
C 4.65 3.42 6.95
H -3.17 1.29 -1.28
H 2.00 -4.00 1.73
H 2.39 -0.02 3.71
H 3.07 1.21 2.66
C 2.23 2.74 5.40
C -1.80 -4.86 -8.00
H 1.74 0.18 0.72
H 5.23 3.67 7.84
H 5.30 3.56 6.08
H -1.85 -2.41 -0.65
H -2.72 -2.44 -3.15
H 1.83 -3.01 3.17
C -1.47 -4.23 -6.64
H 0.32 2.32 6.40
C 1.98 -2.97 2.09
O -1.11 2.94 -2.12
C 0.87 -2.20 1.38
H -1.29 0.10 4.69
C 2.64 0.21 2.68
H -3.79 -0.32 -2.80
```

E_HOMO = -8.10 eV
F_max = 0.0416 hartree/bohr
Total charge = 0
SMILES = NCCCNS(=O)(=O)F.CCN(CC)CC.CCN(CC)CC.CCN(CC)CC